Entry 1:
Here is a cluster of 5 separate species, C26H32BF32O5PS in total in a non-equilibrium geometry from the OMol25 dataset. Energies are from the ωB97M-V functional and the def2-TZVPD basis.

Last column: Löwdin charge in e.
Positions of all 98 atoms, in Å:
C 4.87728 -5.94090 -0.78143  -0.103
O 3.81532 -5.53344 -1.62669  -0.205
C 4.04154 -4.30367 -2.29244  -0.227
C 4.09972 -3.08066 -1.37537  -0.179
C 2.72573 -2.47327 -1.07639  -0.200
C 1.95257 -3.20845 0.02524  -0.217
C 0.98467 -4.29556 -0.46761  -0.206
B -0.13655 -3.82496 -1.42435  -0.285
P -1.76380 -4.82126 -1.78381  0.314
S -2.92042 -3.93568 -3.10947  0.077
H 5.81190 -5.44451 -1.05258  0.090
H 4.66175 -5.67595 0.25903  0.083
H 4.99037 -7.02089 -0.83961  0.086
H 3.19385 -4.17856 -2.96990  0.122
H 4.93371 -4.36148 -2.92738  0.119
H 4.64728 -3.29180 -0.45629  0.108
H 4.68678 -2.32304 -1.90351  0.112
H 2.16816 -2.40108 -2.01058  0.093
H 2.89039 -1.44493 -0.74469  0.110
H 2.69896 -3.70846 0.64871  0.105
H 1.43850 -2.52134 0.69514  0.090
H 1.53581 -5.13624 -0.90837  0.109
H 0.48839 -4.73324 0.41084  0.098
H -0.03573 -2.80387 -2.02228  0.048
H -1.35421 -6.10620 -2.18737  -0.037
H -2.39806 -5.01513 -0.54079  -0.040
C -2.53437 0.28068 -6.07137  -0.044
C -2.67861 1.29373 -7.21666  -0.440
C -3.66543 2.44633 -7.02573  -0.305
F -4.93460 1.98580 -6.91010  0.077
F -3.62126 3.25258 -8.10798  0.102
F -2.94840 0.65368 -8.37331  0.139
F -1.45897 1.89317 -7.34926  0.104
O -3.23397 -0.93667 -6.19993  0.049
C -4.51572 -1.08623 -5.73565  -0.543
C -5.46443 -1.48648 -6.86858  -0.280
F -5.49009 -0.52758 -7.81833  0.096
F -6.71290 -1.62223 -6.36714  0.100
F -4.95499 0.01437 -5.08809  0.146
F -4.51220 -2.10106 -4.85028  0.080
H -1.48607 -0.01236 -6.09739  0.150
H -2.70009 0.74614 -5.09937  0.149
H -3.41376 3.03666 -6.13973  0.173
H -5.14138 -2.42909 -7.31349  0.177
C -8.11804 4.64831 -7.71216  -0.038
C -6.90015 5.44216 -7.21845  -0.440
C -6.26588 5.01034 -5.89643  -0.301
F -7.12137 5.16741 -4.86543  0.099
F -5.18010 5.78668 -5.65290  0.092
F -7.19272 6.76043 -7.17560  0.136
F -5.92726 5.26557 -8.15673  0.104
O -9.39158 5.21476 -7.47397  0.050
C -10.09395 4.95556 -6.32870  -0.546
C -10.39151 6.25033 -5.56591  -0.286
F -9.24243 6.85073 -5.19960  0.102
F -11.09336 5.94867 -4.44932  0.098
F -9.48566 4.04787 -5.54334  0.153
F -11.29180 4.43743 -6.69166  0.142
H -8.02505 4.65428 -8.79667  0.150
H -8.06931 3.60375 -7.40377  0.150
H -5.94121 3.96821 -5.94067  0.153
H -10.97225 6.93020 -6.19204  0.175
C 0.33548 -0.65625 4.96365  -0.040
C 0.72746 -1.58742 3.80783  -0.441
C 0.78058 -3.09080 4.08685  -0.298
F 1.72709 -3.38688 4.99801  0.102
F 1.09617 -3.72147 2.92986  0.090
F 1.89518 -1.18436 3.26461  0.136
F -0.24241 -1.43929 2.85609  0.099
O 1.38990 -0.00006 5.63710  0.053
C 2.01278 -0.55962 6.71922  -0.539
C 3.51053 -0.73038 6.45617  -0.283
F 3.71226 -1.56288 5.41629  0.109
F 4.08297 -1.27857 7.55801  0.093
F 1.43743 -1.71482 7.10351  0.152
F 1.89895 0.31012 7.75280  0.142
H -0.21852 0.15166 4.48870  0.150
H -0.35483 -1.14017 5.65473  0.149
H -0.18785 -3.45872 4.43625  0.175
H 3.96674 0.23070 6.24046  0.156
C 6.19834 2.29091 9.14392  -0.041
C 6.71254 1.27647 8.11155  -0.429
C 6.96074 -0.15798 8.58268  -0.308
F 7.94339 -0.18949 9.50460  0.100
F 7.35424 -0.89313 7.51732  0.101
F 7.81207 1.75657 7.50051  0.144
F 5.72718 1.18466 7.15927  0.082
O 7.15138 3.16451 9.71227  0.050
C 7.83896 2.84280 10.85303  -0.544
C 9.34975 2.84233 10.59837  -0.286
F 9.66499 1.91945 9.66900  0.103
F 9.98531 2.52902 11.74987  0.101
F 7.42574 1.68130 11.39232  0.153
F 7.59919 3.81738 11.76128  0.143
H 5.54320 2.95073 8.57731  0.149
H 5.57579 1.81301 9.90067  0.149
H 6.05104 -0.59599 8.99775  0.163
H 9.67320 3.82706 10.25582  0.176

Its gap between HOMO and LUMO is 7.709 eV. The lowest unoccupied orbital energy is -0.56 eV. The molar mass is 1106.33 g mol⁻¹. As for the SMILES: FC(F)C(F)(F)COC(F)(F)C(F)F.FC(F)C(F)(F)COC(F)(F)C(F)F.FC(F)C(F)(F)COC(F)(F)C(F)F.FC(F)C(F)(F)COC(F)(F)C(F)F.COCCCCCB[PH2]=S. The calculation puts the HOMO energy at -0.3037 hartree. The value obtained for the total energy is -145477.2285 eV.


Entry 2:
Here is a cluster of 5 separate species, C26H32BO in total from the OMol25 dataset. Energies are from the ωB97M-V functional and the def2-TZVPD basis.

Last column: Löwdin charge in e.
Positions of all 60 atoms, in Å:
B 2.62347 0.98185 -1.00023  -0.481
C 2.01556 2.52064 -0.97626  -0.311
C 3.05760 3.62531 -0.90803  -0.334
O 3.66527 3.92507 -2.17094  -0.106
H 3.35244 0.86909 -1.99337  -0.005
H 3.31260 0.79216 0.01170  -0.003
H 1.70576 0.15003 -1.06218  -0.026
H 1.43653 2.69298 -1.90227  0.058
H 1.31694 2.67219 -0.14379  0.068
H 3.87198 3.30199 -0.25331  0.101
H 2.62905 4.55204 -0.49691  0.074
H 3.01627 3.70018 -2.83726  0.057
C 1.10329 7.08148 -1.10338  -0.089
C 0.60732 8.28915 -0.63345  -0.103
C -0.75894 8.53473 -0.65556  -0.113
C -1.62762 7.56948 -1.14534  -0.110
C -1.12950 6.36112 -1.61373  -0.093
C 0.23625 6.11752 -1.59495  -0.079
H 2.16687 6.88127 -1.08417  0.100
H 1.28608 9.03806 -0.24498  0.095
H -1.14704 9.47643 -0.28739  0.093
H -2.69407 7.75735 -1.15813  0.094
H -1.80657 5.60470 -1.98961  0.100
H 0.63031 5.17389 -1.95113  0.095
C -2.97070 -1.36141 -0.55038  -0.115
C -3.15843 -1.05358 -1.88995  -0.111
C -2.34703 -0.10641 -2.50176  -0.099
C -1.35305 0.53365 -1.77568  -0.077
C -1.17184 0.23397 -0.43379  -0.096
C -1.97904 -0.71507 0.17708  -0.110
H -3.59644 -2.10854 -0.07678  0.083
H -3.92781 -1.56002 -2.45984  0.092
H -2.48241 0.12373 -3.55139  0.095
H -0.69670 1.25085 -2.25055  0.100
H -0.37664 0.72333 0.11319  0.098
H -1.82483 -0.96320 1.22082  0.098
C 3.30017 -3.77299 -0.00913  -0.094
C 2.31384 -2.87824 -0.39708  -0.074
C 1.27505 -2.57918 0.46950  -0.075
C 1.21993 -3.17642 1.71974  -0.117
C 2.20343 -4.07725 2.10843  -0.118
C 3.24552 -4.37457 1.24230  -0.113
H 4.12037 -3.99477 -0.68026  0.096
H 2.36195 -2.38470 -1.35825  0.104
H 0.51677 -1.87331 0.16163  0.077
H 0.40725 -2.93928 2.39644  0.097
H 2.15916 -4.54144 3.08654  0.094
H 4.02012 -5.06892 1.54502  0.091
C -3.62035 -6.33101 3.30036  -0.108
C -3.67851 -5.16761 2.54561  -0.098
C -2.57035 -4.75646 1.81828  -0.082
C -1.40332 -5.50612 1.84444  -0.085
C -1.34498 -6.66793 2.60104  -0.092
C -2.45276 -7.08082 3.32852  -0.107
H -4.48425 -6.65199 3.86876  0.095
H -4.58798 -4.58038 2.52504  0.098
H -2.60857 -3.84771 1.23101  0.084
H -0.53977 -5.17928 1.28074  0.091
H -0.43194 -7.24916 2.62472  0.100
H -2.40573 -7.98648 3.92029  0.095

Its gap between HOMO and LUMO is 7.544 eV. Its net charge is -1. The lowest unoccupied orbital energy is 2.57 eV. The molar mass is 371.35 g mol⁻¹. The calculation puts the HOMO energy at -0.1828 hartree. The value obtained for the total energy is -30205.0039 eV.


Entry 3:
Here is a structure of composition C26H32BaN4O2PSe2Te from the OMol25 dataset. Energies are from the ωB97M-V functional and the def2-TZVPD basis.

Last column: Löwdin charge in e.
Positions of all 69 atoms, in Å:
Ba 0.72690 -0.95670 0.14518  1.325
Se -1.31584 -0.80479 -2.27481  0.141
P -1.48206 -2.93035 -1.80107  0.071
Se 0.33777 -3.89521 -1.11207  0.120
C -2.73385 -3.15434 -0.49965  -0.425
C -3.20677 -2.09008 0.25731  -0.124
C -4.09387 -2.32048 1.30194  -0.071
C -4.52143 -3.60899 1.57712  -0.075
C -4.05890 -4.67470 0.81185  -0.069
C -3.16330 -4.45151 -0.21844  -0.093
C -2.16171 -3.78867 -3.23986  -0.424
C -3.43027 -3.41653 -3.68281  -0.096
C -3.98640 -4.04785 -4.78077  -0.070
C -3.27771 -5.04541 -5.44107  -0.073
C -2.01516 -5.41089 -5.00244  -0.071
C -1.45274 -4.78327 -3.89828  -0.104
H -2.90482 -1.07669 0.02484  0.040
H -4.44922 -1.48260 1.88718  0.105
H -5.22072 -3.78880 2.38342  0.105
H -4.39582 -5.68121 1.02220  0.108
H -2.79160 -5.28363 -0.80478  0.111
H -3.97709 -2.63427 -3.16932  0.108
H -4.97198 -3.76281 -5.12415  0.108
H -3.71454 -5.53738 -6.30025  0.107
H -1.46420 -6.18680 -5.51712  0.107
H -0.46909 -5.06590 -3.54616  0.057
N 0.08446 1.93401 -0.15211  -0.019
C -0.64533 2.34485 1.06468  -0.320
C -1.63691 3.47882 0.79873  -0.136
C -2.52396 3.97218 1.95612  -0.161
C -1.88934 4.04115 3.34334  -0.154
N -1.81416 2.68801 3.90062  0.098
C -0.95779 2.26446 4.81095  -0.435
N -0.68950 0.96007 4.89298  0.221
N -0.36034 3.14019 5.63001  0.214
C -1.25057 1.07426 1.68449  -0.700
O -2.47027 0.95041 1.79460  0.029
O -0.37976 0.22616 2.10305  -0.338
H 0.71361 2.67402 -0.44336  0.084
H -0.57813 1.80645 -0.91533  0.044
H 0.11682 2.67358 1.77879  0.146
H -2.30220 3.16551 -0.00954  0.128
H -1.05413 4.32096 0.41295  0.120
H -3.41218 3.34352 2.02721  0.116
H -2.87753 4.97366 1.70889  0.120
H -2.50295 4.67484 3.98796  0.125
H -0.88211 4.46717 3.30758  0.128
H -2.33467 1.97266 3.39268  0.124
H -0.75978 0.39806 4.04169  0.095
H -0.15769 0.59843 5.66506  0.127
H -0.74087 4.06266 5.75040  0.122
H 0.36938 2.84649 6.25448  0.126
C 5.51843 -0.48170 -1.12280  -0.434
Te 3.60610 -0.08352 -1.99996  1.205
C 4.08336 1.97577 -1.65696  -0.444
C 5.57539 2.01112 -1.43114  -0.297
C 6.26882 3.21782 -1.47168  -0.040
C 7.63579 3.24954 -1.25582  -0.074
C 8.32286 2.07049 -0.99680  -0.072
C 7.63905 0.86767 -0.95612  -0.037
C 6.26412 0.82920 -1.17265  -0.295
H 6.01373 -1.25255 -1.70867  0.059
H 5.40114 -0.84215 -0.10247  0.055
H 3.53860 2.35024 -0.79075  0.045
H 3.79267 2.55458 -2.53110  0.058
H 5.73385 4.13550 -1.68536  0.116
H 8.16784 4.19038 -1.30020  0.107
H 9.39268 2.08846 -0.83769  0.108
H 8.17591 -0.05357 -0.76476  0.118

Its gap between HOMO and LUMO is 7.276 eV. Its net charge is +1. The lowest unoccupied orbital energy is -2.59 eV. The molar mass is 886.39 g mol⁻¹. The calculation puts the HOMO energy at -0.3627 hartree. The value obtained for the total energy is -185505.3407 eV.